Version w
Formula: C8H16O2
Source: the OMol25 dataset
Level of theory: ωB97M-V/def2-TZVPD

Structure (XYZ):
```
26
Properties=species:S:1:pos:R:3:nbo_charge:R:1
C -0.835 0.995 1.065 0.189
C 0.063 0.229 2.046 -0.622
C -0.204 2.341 0.707 -0.611
C -1.149 0.212 -0.195 -0.193
C -1.856 -0.904 -0.218 -0.374
O -2.067 1.304 1.711 -0.716
H -2.474 0.477 1.992 0.464
H -0.857 0.685 -1.123 0.193
H -0.888 2.909 0.082 0.217
H 0.033 0.736 3.011 0.215
H 1.092 0.200 1.701 0.216
H -0.275 -0.794 2.167 0.216
H 0.736 2.201 0.183 0.203
H -0.024 2.908 1.616 0.220
H -2.187 -1.395 0.683 0.187
H -2.130 -1.391 -1.139 0.201
C 0.578 -1.893 -2.082 -0.726
C 2.037 -0.097 -1.056 -0.732
C 1.204 -1.337 -0.827 0.622
O 1.111 -1.876 0.245 -0.551
H 0.007 -1.134 -2.601 0.224
H 1.371 -2.226 -2.752 0.232
H 2.929 -0.385 -1.609 0.238
H 1.498 0.632 -1.651 0.224
H 2.346 0.341 -0.112 0.230
H -0.058 -2.740 -1.841 0.234
```

Results
Orbital gap, eV: 10.43
LUMO level, eV: 0.8
SMILES: C=CC(C)(C)O.CC(C)=O

Version x
Formula: C8H16O2
Source: the OMol25 dataset
Level of theory: ωB97M-V/def2-TZVPD

Structure (XYZ):
```
26
Properties=species:S:1:pos:R:3:nbo_charge:R:1
O 0.946 -1.706 2.248 -0.534
C 0.666 -0.626 1.369 -0.081
C 1.489 -1.179 3.476 -0.071
C 1.597 0.541 1.790 -0.440
C 2.269 -0.015 3.042 -0.428
H 0.860 -0.776 0.289 0.191
H -0.413 -0.413 1.491 0.166
H 0.647 -0.891 4.135 0.158
H 2.105 -1.919 4.022 0.197
H 2.291 0.967 1.039 0.219
H 1.026 1.379 2.234 0.206
H 2.287 0.779 3.813 0.211
H 3.312 -0.346 2.875 0.204
O -2.621 0.826 -2.007 -0.534
C -2.114 -0.409 -1.503 -0.077
C -2.208 1.011 -3.303 -0.069
C -0.642 -0.185 -1.914 -0.434
C -0.729 0.895 -3.059 -0.423
H -2.296 -0.538 -0.418 0.201
H -2.609 -1.248 -2.028 0.166
H -2.546 0.177 -3.947 0.147
H -2.660 1.943 -3.694 0.201
H -0.056 0.322 -1.124 0.206
H -0.100 -1.107 -2.197 0.210
H -0.146 0.662 -3.972 0.204
H -0.355 1.856 -2.658 0.204
```

Results
Orbital gap, eV: 10.61
LUMO level, eV: 0.9
SMILES: C1CCOC1.C1CCOC1

Stability check: which of them is most stable? version w.

Version w
Formula: C4H2O3
Source: the OMol25 dataset
Level of theory: ωB97M-V/def2-TZVPD

Structure (XYZ):
```
9
Properties=species:S:1:pos:R:3:nbo_charge:R:1
C -0.648 0.733 0.081 0.266
C 0.275 1.179 0.888 0.572
O -1.840 1.422 0.048 -0.661
C 0.510 -1.101 -0.606 0.289
C 1.294 -1.964 -0.321 -0.332
O -0.364 -0.153 -0.941 -0.461
O 1.114 1.574 1.614 -0.415
H -2.333 1.035 -0.698 0.495
H 1.993 -2.726 -0.064 0.249
```

Results
Orbital gap, eV: 8.64
LUMO level, eV: 0.2
SMILES: C#COC(O)=C=O

Version x
Formula: C4H2O3
Source: the OMol25 dataset
Level of theory: ωB97M-V/def2-TZVPD

Structure (XYZ):
```
9
Properties=species:S:1:pos:R:3:nbo_charge:R:1
C 2.171 0.774 0.908 0.055
C 1.654 0.312 -0.324 0.223
C 1.464 -0.336 1.377 -0.040
C 0.460 -0.353 0.028 0.022
O 0.012 -1.463 -0.683 -0.639
O 3.458 0.851 0.322 -0.175
O 2.969 0.295 -0.878 -0.175
H -0.304 0.383 0.409 0.251
H 0.879 -1.969 -0.777 0.478
```

Results
Orbital gap (spin up / spin down), eV: 8.52 / 8.52
LUMO level (spin up / spin down), eV: -0.7 / -0.7
SMILES: O[C@H]1C2=C3OO[C@]321

Stability check: which of them is most stable? version w.

Version w
Formula: C9H12N3
Source: the OMol25 dataset
Level of theory: ωB97M-V/def2-TZVPD

Structure (XYZ):
```
24
Properties=species:S:1:pos:R:3:nbo_charge:R:1
C -2.969 -2.177 1.042 -0.103
C -2.745 -1.927 -0.329 -0.205
C -2.452 -1.487 2.107 -0.226
C -1.826 -0.906 -0.570 -0.171
C -1.510 -0.494 1.815 -0.108
C -1.131 -0.174 0.490 0.130
C 0.080 1.409 -0.899 -0.216
C 1.577 1.958 -0.589 -0.237
C 3.556 0.665 -0.947 -0.488
N 2.229 0.212 0.893 0.210
N -0.342 0.830 0.226 -0.375
N 2.405 0.895 -0.040 -0.050
H -3.539 -3.025 1.221 0.212
H -3.226 -2.600 -0.914 0.233
H -2.723 -1.861 3.131 0.250
H -1.472 -0.737 -1.568 0.206
H -0.947 -0.054 2.583 0.224
H -0.490 2.261 -1.208 0.258
H 0.329 0.762 -1.691 0.181
H 2.143 2.330 -1.438 0.224
H 1.478 2.640 0.213 0.253
H 4.527 0.323 -0.531 0.284
H 3.636 1.500 -1.674 0.248
H 3.413 -0.341 -1.325 0.266
```

Results
Orbital gap (spin up / spin down), eV: 5.33 / 7.79
LUMO level (spin up / spin down), eV: -6.2 / -5.1
Charge: +1

Version x
Formula: C9H12N3
Source: the OMol25 dataset
Level of theory: ωB97M-V/def2-TZVPD

Structure (XYZ):
```
24
Properties=species:S:1:pos:R:3:nbo_charge:R:1
C -2.340 1.677 2.198 -0.250
C -2.171 2.691 1.180 -0.067
C -1.830 0.485 2.058 -0.135
C -1.538 2.431 0.007 -0.266
C -0.631 -1.130 0.676 -0.148
C -1.151 0.082 0.822 -0.164
C -1.021 1.116 -0.211 0.356
C 0.485 0.093 -1.684 0.286
C 2.588 -2.404 -0.861 -0.405
N -0.471 0.847 -1.323 -0.479
N 1.429 -0.228 -0.858 -0.419
N 2.538 -1.045 -1.419 -0.385
H -2.774 1.860 3.172 0.236
H -2.647 3.616 1.473 0.237
H -2.010 -0.154 2.974 0.238
H -1.412 3.241 -0.777 0.255
H -0.788 -1.858 1.370 0.204
H -0.264 -1.514 -0.266 0.192
H 0.613 -0.246 -2.798 0.153
H 3.149 -3.071 -1.416 0.236
H 3.107 -2.213 0.081 0.231
H 1.611 -2.747 -0.783 0.223
H 3.377 -0.497 -1.168 0.448
H 2.152 -1.032 -2.449 0.422
```

Results
Orbital gap (spin up / spin down), eV: 7.19 / 7.19
LUMO level (spin up / spin down), eV: -4.8 / -4.8
Charge: +1
SMILES: C=C1C=CC=C/C1=N/C=N/[NH2+]C

Stability check: which of them is most stable? version x.

Version w
Formula: CH4O4
Source: the OMol25 dataset
Level of theory: ωB97M-V/def2-TZVPD

Structure (XYZ):
```
9
Properties=species:S:1:pos:R:3:nbo_charge:R:1
C -1.314 0.938 0.773 0.656
O -0.662 1.593 0.001 -0.610
O -0.987 -0.337 1.038 -0.691
O 0.844 -0.715 -1.410 -0.489
O 1.838 -0.681 -0.270 -0.473
H -2.247 1.057 1.206 0.128
H 2.325 -1.474 -0.454 0.469
H -0.202 -0.615 0.454 0.513
H 0.405 0.233 -1.338 0.497
```

Results
Orbital gap, eV: 11.53
LUMO level, eV: 0.7
SMILES: O=CO.OO

Version x
Formula: CH4O4
Source: the OMol25 dataset
Level of theory: ωB97M-V/def2-TZVPD

Structure (XYZ):
```
9
Properties=species:S:1:pos:R:3:nbo_charge:R:1
C -1.308 -0.423 0.202 0.680
O -1.494 0.874 0.272 -0.659
O -0.544 -1.058 0.873 -0.632
H -0.869 1.290 0.893 0.501
H -1.976 -0.863 -0.552 0.121
O 1.162 0.340 -0.952 -0.486
O 1.905 -0.051 0.195 -0.477
H 1.263 -0.607 0.674 0.484
H 1.861 0.498 -1.605 0.468
```

Results
Orbital gap, eV: 10.71
LUMO level, eV: 0.8
SMILES: O=CO.OO

Stability check: which of them is most stable? version x.

Version w
Formula: C2H5NO2S
Source: the OMol25 dataset
Level of theory: ωB97M-V/def2-TZVPD

Structure (XYZ):
```
11
Properties=species:S:1:pos:R:3:nbo_charge:R:1
C -0.418 0.829 -0.522 -0.260
C 0.978 0.540 0.249 -0.614
N -0.608 -0.551 -0.928 -0.802
O 0.669 -2.391 0.360 -0.881
O -0.691 -0.831 1.699 -0.939
S 0.121 -1.086 0.536 2.227
H -1.097 1.056 0.320 0.201
H -0.460 1.605 -1.291 0.221
H 1.724 0.397 -0.482 0.222
H 1.370 1.219 0.958 0.241
H -1.590 -0.787 -0.898 0.383
```

Results
Orbital gap, eV: 11.57
LUMO level, eV: 0.8

Version x
Formula: C2H5NO2S
Source: the OMol25 dataset
Level of theory: ωB97M-V/def2-TZVPD

Structure (XYZ):
```
11
Properties=species:S:1:pos:R:3:nbo_charge:R:1
C -1.413 0.472 0.900 -0.682
C -0.278 0.044 -0.015 0.550
N 0.384 -0.999 0.188 -0.639
O 2.903 -0.532 -1.462 -0.894
O 0.136 1.141 -0.718 -0.673
S 1.751 -1.406 -1.054 1.133
H -2.158 0.981 0.234 0.202
H -1.852 -0.444 1.243 0.244
H -0.957 1.228 1.613 0.250
H -0.665 1.721 -0.832 0.485
H 2.149 -2.206 -0.096 0.025
```

Results
Orbital gap, eV: 9.61
LUMO level, eV: 0.4

Stability check: which of them is most stable? version w.

Version w
Formula: C4H9N3OS2
Source: the OMol25 dataset
Level of theory: ωB97M-V/def2-TZVPD

Structure (XYZ):
```
19
Properties=species:S:1:pos:R:3:nbo_charge:R:1
C -0.514 1.211 -1.887 0.265
C -1.959 -0.058 -0.362 -0.055
C 1.662 -2.382 1.727 -0.727
C 1.354 -0.975 1.268 0.463
H -2.775 2.484 -0.272 0.364
H -1.506 2.311 0.787 0.366
H -0.285 0.243 -2.318 0.203
H -0.352 3.071 -1.777 0.350
H -2.638 0.114 0.480 0.190
H 2.497 -2.798 1.155 0.241
H 1.937 -2.388 2.779 0.238
H 0.771 -2.995 1.575 0.247
H 3.604 -0.573 1.940 0.125
N -1.775 2.328 -0.192 -0.652
N -1.430 1.116 -0.803 -0.308
N -0.005 2.278 -2.323 -0.628
O 0.296 -0.630 0.816 -0.569
S -1.697 -1.568 -0.922 -0.091
S 2.672 0.239 1.414 -0.022
```

Results
Orbital gap, eV: 8.76
LUMO level, eV: 0.4
SMILES: [H]/N=C\N(N)C=S.CC(=O)S

Version x
Formula: C4H9N3OS2
Source: the OMol25 dataset
Level of theory: ωB97M-V/def2-TZVPD

Structure (XYZ):
```
19
Properties=species:S:1:pos:R:3:nbo_charge:R:1
C 0.347 -0.995 -0.308 0.348
C 2.745 -0.697 -0.377 -0.243
C 2.486 0.010 0.871 -0.512
C -2.492 1.636 0.243 -0.471
N -0.726 -1.283 -0.837 -0.773
N 1.460 -0.807 -1.005 -0.591
N -2.837 0.761 -0.878 -0.656
O -2.038 -0.993 1.391 -0.907
S 0.685 -0.379 1.342 0.226
S -2.196 -1.369 -0.081 1.337
H 3.384 -0.077 -0.955 0.215
H 3.118 -1.697 -0.302 0.196
H 3.081 -0.411 1.742 0.242
H 2.539 1.151 0.692 0.227
H -1.870 2.373 -0.165 0.194
H -3.341 2.165 0.750 0.183
H -1.994 0.986 0.981 0.241
H 1.351 -0.812 -2.061 0.416
H -3.703 0.439 -1.043 0.327
```

Results
Orbital gap (spin up / spin down), eV: 8.12 / 7.96
LUMO level (spin up / spin down), eV: -0.3 / -0.1

Stability check: which of them is most stable? version w.